(1)
71
Properties=species:S:1:pos:R:3 method="wB97M-V/def2-TZVPD" orbital_gap_ev=7.3 max_force_ev_per_a=2.77 total_charge=+1 e_tot_ha=-2975.94528
C -2.666 -0.197 2.467
C -3.220 -0.744 1.377
P -2.414 -0.602 -0.233
C -0.767 0.129 -0.003
C 0.231 -0.353 -1.090
C 1.539 -0.916 -0.546
F 2.406 0.136 -0.533
F 1.479 -1.281 0.734
C 2.246 -1.967 -1.434
F 2.421 -1.398 -2.621
F 3.445 -2.189 -0.974
S 1.357 -3.587 -1.718
F 0.246 -3.270 -0.637
F 2.241 -4.269 -0.596
F 2.475 -3.982 -2.768
F 0.497 -3.001 -2.901
F 0.672 -4.979 -1.953
O -3.337 0.288 -1.160
C -2.664 0.950 -2.266
C -3.703 1.728 -3.084
O -2.333 -2.108 -0.816
N -3.342 -3.025 -0.261
O -3.754 -3.685 -1.086
H -2.412 0.862 2.494
H -2.437 -0.826 3.325
H -4.144 -1.317 1.411
H -0.942 1.197 -0.168
H -0.431 0.027 1.026
H 0.491 0.512 -1.700
H -0.287 -1.029 -1.773
H -1.927 1.689 -1.937
H -2.138 0.264 -2.939
H -3.281 2.670 -3.433
H -4.043 1.167 -3.952
H -4.533 1.993 -2.427
C 0.335 4.082 -0.018
O -0.153 3.048 -0.472
N 1.162 4.142 1.022
C 1.708 5.402 1.510
C 1.538 2.910 1.695
H 0.114 5.066 -0.456
H 2.796 5.366 1.453
H 1.404 5.545 2.548
H 1.343 6.236 0.914
H 2.026 2.240 0.987
H 0.642 2.417 2.079
H 2.214 3.127 2.517
C 6.018 4.745 1.351
O 5.095 5.201 2.005
N 6.262 5.027 0.060
C 7.383 4.449 -0.658
C 5.374 5.942 -0.637
H 6.749 4.043 1.785
H 8.037 5.245 -1.017
H 7.014 3.875 -1.511
H 7.953 3.789 -0.007
H 5.374 6.909 -0.132
H 4.356 5.547 -0.623
H 5.701 6.069 -1.666
C -5.703 -5.428 1.555
O -5.689 -4.499 2.344
N -4.885 -6.494 1.601
C -4.956 -7.564 0.623
C -3.900 -6.575 2.667
H -6.413 -5.464 0.711
H -5.176 -8.507 1.127
H -3.999 -7.650 0.104
H -5.738 -7.363 -0.106
H -4.404 -6.564 3.633
H -3.234 -5.711 2.617
H -3.319 -7.488 2.569

=====

(2)
12
Properties=species:S:1:pos:R:3 method="wB97M-V/def2-TZVPD" orbital_gap_ev=8.9 max_force_ev_per_a=6.08 e_tot_ha=-716.79281 relative_energy_kj_mol=388.3
C 0.641 0.422 -0.012
C -0.817 0.468 -0.051
H 3.089 -0.342 -0.381
H 2.493 -1.917 -0.354
H 1.695 1.467 1.330
H 0.745 2.318 0.151
H -2.974 -0.614 0.594
N 2.371 -1.017 0.062
N 1.042 -0.838 -0.143
N 1.463 1.560 0.034
O -1.548 1.497 -0.198
S -1.609 -1.010 0.060

=====

(3)
12
Properties=species:S:1:pos:R:3 method="wB97M-V/def2-TZVPD" orbital_gap_ev=9.7 max_force_ev_per_a=5.09 total_charge=+1 e_tot_ha=-227.58040 relative_energy_kj_mol=456.7
C -0.695 -0.718 1.039
C -0.498 1.543 -0.775
C 0.808 0.792 -0.947
N -0.503 0.108 -0.824
N 0.148 -1.693 1.133
H -1.328 -0.442 1.838
H -0.610 1.990 0.166
H -0.938 1.846 -1.677
H 1.054 0.452 -1.942
H 1.547 0.401 -0.257
H 0.194 -2.393 1.830
H 0.820 -1.886 0.416

=====

(4)
24
Properties=species:S:1:pos:R:3 method="wB97M-V/def2-TZVPD" orbital_gap_ev=9.8 smiles=Cc1ccc(O)cc1.CC max_force_ev_per_a=1.42 e_tot_ha=-426.55326 relative_energy_kj_mol=51.3
C 2.010 1.559 1.176
C 1.156 0.939 0.092
C -0.179 1.304 -0.015
C -0.972 0.735 -1.016
C -0.402 -0.192 -1.867
O -1.203 -0.754 -2.881
C 0.883 -0.681 -1.702
C 1.673 -0.030 -0.756
H 3.052 1.558 0.886
H 1.956 0.931 2.063
H 1.673 2.551 1.448
H -0.679 2.058 0.585
H -2.033 0.912 -1.110
H -1.224 -0.106 -3.598
H 1.207 -1.593 -2.180
H 2.703 -0.347 -0.641
C -1.641 -1.459 2.178
C -0.882 -1.013 3.435
H -0.928 -1.763 1.406
H -2.190 -2.380 2.359
H -2.195 -0.590 1.851
H -1.442 -1.084 4.361
H -0.548 0.008 3.314
H 0.081 -1.524 3.568

=====

(5)
104
Properties=species:S:1:pos:R:3 method="wB97M-V/def2-TZVPD" orbital_gap_ev="6.8 / 7.1" multiplicity=4 max_force_ev_per_a=4.89 e_tot_ha=-3875.78313 relative_energy_kj_mol=49.9
Re 0.831 1.137 0.478
N -0.946 3.105 2.933
C 0.029 2.298 3.339
N 0.405 2.246 4.606
N 1.453 1.407 4.589
N 1.699 1.009 3.297
N 0.834 1.595 2.523
C -1.440 3.034 1.648
N -2.394 3.851 1.270
N -2.570 3.532 -0.027
N -1.728 2.632 -0.426
N -0.913 2.238 0.700
H -1.466 3.604 3.627
O 2.801 0.824 0.437
C 3.574 0.101 1.402
C 3.880 -1.300 1.017
C 4.404 -2.080 2.085
C 4.993 -3.320 1.845
C 4.875 -3.809 0.508
C 4.197 -3.033 -0.387
N 3.725 -1.782 -0.188
H 3.296 2.168 0.262
H 3.040 0.062 2.397
H 4.525 0.651 1.607
H 4.385 -1.590 3.095
H 5.596 -3.831 2.629
H 5.419 -4.677 0.171
H 4.028 -3.340 -1.415
I 4.455 10.084 0.189
C 3.831 8.099 0.442
C 4.799 7.113 0.416
C 4.446 5.759 0.424
C 3.110 5.452 0.345
C 2.106 6.454 0.436
C 2.477 7.764 0.416
C 2.708 4.044 0.316
O 3.707 3.158 0.251
O 1.510 3.683 0.388
H 5.844 7.368 0.483
H 5.102 4.922 0.595
H 1.100 6.123 0.643
H 1.715 8.536 0.476
C -0.899 -5.414 -0.046
Si -2.226 -4.272 -0.821
C -3.886 -5.219 -1.060
C -1.623 -3.978 -2.629
Si -2.263 -2.252 0.464
Te 0.193 -1.286 0.291
Si -2.507 -2.578 2.759
C -1.120 -3.760 3.309
C -2.173 -0.951 3.742
C -4.218 -3.309 3.033
Si -4.014 -0.876 -0.265
C -4.634 0.471 0.931
C -5.499 -2.006 -0.592
C -3.490 -0.005 -1.942
H -0.689 -6.224 -0.729
H -1.404 -5.887 0.792
H -0.034 -4.836 0.241
H -4.286 -4.923 -2.049
H -4.686 -5.084 -0.331
H -3.695 -6.316 -1.011
H -2.079 -4.768 -3.276
H -0.516 -4.005 -2.732
H -1.955 -3.084 -3.089
H -0.150 -3.240 3.108
H -1.167 -4.767 2.831
H -1.212 -3.936 4.373
H -2.394 -1.306 4.781
H -2.794 -0.147 3.420
H -1.092 -0.636 3.740
H -4.798 -3.612 2.127
H -4.762 -2.657 3.690
H -4.123 -4.304 3.581
H -3.915 1.235 1.319
H -5.151 -0.001 1.794
H -5.405 1.020 0.357
H -5.642 -2.774 0.094
H -5.355 -2.463 -1.561
H -6.463 -1.376 -0.625
H -2.385 0.177 -1.953
H -3.980 0.965 -1.912
H -3.855 -0.571 -2.781
C 1.288 -1.408 -3.100
N 1.751 -0.102 -2.646
C 3.186 0.107 -2.868
C 0.910 0.991 -2.607
N 0.905 1.708 -1.482
N -0.033 1.256 -3.588
C 0.179 0.762 -4.998
C -0.917 2.433 -3.520
H 1.831 -2.258 -2.527
H 1.428 -1.499 -4.195
H 0.236 -1.540 -2.884
H 3.400 -0.087 -3.949
H 3.770 -0.580 -2.211
H 3.439 1.110 -2.561
H 0.435 2.618 -1.606
H 1.122 0.200 -5.132
H 0.253 1.639 -5.707
H -0.698 0.138 -5.257
H -0.537 3.323 -3.972
H -1.178 2.708 -2.473
H -1.868 2.140 -3.932

=====

(6)
141
Properties=species:S:1:pos:R:3 method="wB97M-V/def2-TZVPD" orbital_gap_ev="5.7 / 6.1" multiplicity=3 max_force_ev_per_a=5.28 total_charge=+1 e_tot_ha=-4445.85062 relative_energy_kj_mol=0.0
O 3.343 28.605 -17.675
V 2.597 29.906 -17.281
O -1.307 32.503 -17.311
V -0.554 31.226 -17.851
O -2.183 30.440 -18.691
H -1.831 29.553 -18.839
C 1.040 33.882 -15.895
C 1.618 32.515 -15.683
O 1.370 31.624 -16.780
H -0.045 33.913 -15.914
H 1.427 34.446 -16.748
H 1.386 34.504 -15.056
H 1.149 32.110 -14.777
H 2.703 32.546 -15.540
C -0.419 27.182 -17.625
C 0.355 28.013 -18.628
O 0.626 29.330 -18.201
H -1.422 27.619 -17.591
H 0.035 27.079 -16.638
H -0.611 26.177 -18.014
H -0.265 28.058 -19.537
H 1.294 27.557 -18.971
C -3.889 26.174 -19.096
C -3.307 26.687 -20.406
C -3.698 25.785 -21.565
O -3.289 24.465 -21.415
C -1.984 24.188 -21.851
N -3.778 28.081 -20.586
H -3.750 26.843 -18.244
H -3.486 25.193 -18.825
H -4.980 26.088 -19.163
H -2.213 26.652 -20.306
H -3.404 26.282 -22.507
H -4.792 25.744 -21.657
H -1.241 24.492 -21.103
H -1.747 24.742 -22.768
H -1.923 23.126 -22.071
H -3.228 28.420 -21.398
H -4.709 28.016 -21.010
C -2.202 23.365 -13.557
C -2.281 21.932 -13.007
C -3.415 21.789 -12.043
O -3.252 22.677 -10.970
C -4.214 22.442 -9.977
N -2.524 20.988 -14.105
H -3.198 23.721 -13.847
H -1.531 23.487 -14.404
H -1.936 24.033 -12.726
H -1.362 21.737 -12.450
H -3.447 20.773 -11.623
H -4.398 21.894 -12.533
H -4.086 21.474 -9.477
H -5.229 22.586 -10.368
H -4.116 23.173 -9.171
H -3.416 21.178 -14.554
H -1.854 21.099 -14.854
C 4.195 25.073 -23.449
C 3.025 24.894 -22.487
C 2.589 26.201 -21.849
O 3.656 26.818 -21.126
C 3.927 26.211 -19.921
N 1.878 24.261 -23.183
H 5.091 25.429 -22.926
H 3.990 25.745 -24.283
H 4.515 24.095 -23.819
H 3.351 24.217 -21.698
H 1.807 25.974 -21.105
H 2.228 26.938 -22.567
H 4.283 25.168 -19.959
H 3.083 26.148 -19.215
H 4.729 26.710 -19.374
H 1.686 24.837 -24.004
H 2.250 23.404 -23.589
C -3.831 31.900 -23.881
C -3.422 30.773 -22.927
C -2.168 30.093 -23.400
O -1.857 28.983 -22.568
C -0.597 28.456 -22.950
N -3.292 31.318 -21.535
H -2.990 32.590 -23.965
H -4.712 32.406 -23.491
H -4.112 31.490 -24.855
H -4.189 29.985 -22.956
H -1.334 30.820 -23.340
H -2.183 29.760 -24.445
H -0.693 27.969 -23.925
H -0.316 27.713 -22.205
H 0.134 29.271 -22.982
H -3.503 32.311 -21.629
H -2.285 31.341 -21.365
C 3.661 30.093 -21.598
C 4.028 30.348 -20.130
C 5.056 31.409 -19.995
O 5.301 31.592 -18.614
C 6.301 32.587 -18.362
N 2.773 30.647 -19.370
H 4.596 29.830 -22.096
H 3.210 30.952 -22.099
H 2.991 29.237 -21.671
H 4.428 29.407 -19.747
H 4.646 32.378 -20.344
H 5.954 31.257 -20.599
H 6.184 32.885 -17.325
H 6.147 33.449 -19.021
H 7.300 32.185 -18.550
H 2.549 31.615 -19.622
H 2.027 30.112 -19.819
C 0.772 21.515 -15.401
C 1.520 21.126 -16.647
C 1.845 22.346 -17.510
O 2.295 21.833 -18.777
C 2.128 22.716 -19.841
N 2.675 20.252 -16.351
H -0.190 21.943 -15.679
H 1.389 22.135 -14.738
H 0.540 20.698 -14.709
H 0.860 20.573 -17.329
H 2.641 22.990 -17.109
H 0.904 22.876 -17.714
H 1.156 22.742 -20.352
H 2.766 22.323 -20.644
H 2.420 23.760 -19.685
H 3.305 20.771 -15.721
H 3.301 20.300 -17.166
C -3.384 29.294 -15.180
C -2.568 30.568 -15.332
C -2.272 31.323 -14.041
O -2.125 32.671 -14.360
C -1.827 33.447 -13.221
N -1.253 30.167 -16.050
H -3.616 28.838 -16.140
H -4.271 29.402 -14.556
H -2.771 28.562 -14.634
H -3.093 31.217 -16.033
H -1.399 30.882 -13.532
H -3.151 31.164 -13.400
H -1.514 34.437 -13.543
H -1.032 33.003 -12.603
H -2.680 33.549 -12.536
H -1.251 29.148 -16.155
H -0.627 30.177 -15.232